[1]
52
Properties=species:S:1:pos:R:3:nbo_charge:R:1 method="wB97M-V/def2-TZVPD" multiplicity=1 orbital_gap_ev="6.3 / 6.6" homo_ev="-7.07 / -6.89" relative_energy_kcal_mol=0.00 max_force_ha_per_bohr=0.0558
C -2.283 0.515 -1.249 -0.3332
C -1.629 1.798 -1.116 -0.3980
C -0.462 1.769 -1.923 -0.3202
H -1.998 2.643 -0.537 0.2425
C -0.402 0.485 -2.561 -0.2769
C -1.501 -0.296 -2.123 -0.3177
H -1.749 -1.292 -2.511 0.2350
H -3.254 0.248 -0.877 0.2375
H 0.262 2.586 -2.070 0.2369
H 0.276 0.199 -3.374 0.2248
C 1.282 0.231 2.198 -0.2162
C 0.100 0.874 2.517 -0.3913
C -1.043 -0.092 2.412 0.0176
H -0.084 1.855 2.933 0.2522
C -0.403 -1.315 1.798 -0.4737
C 0.980 -1.138 1.825 -0.1991
H 1.737 -1.890 1.662 0.2467
H 2.277 0.655 2.280 0.2450
H -1.578 -0.270 3.358 0.2447
H -0.919 -2.259 1.649 0.2526
Sc -0.203 0.294 0.092 1.4738
O 1.598 0.126 -0.640 -0.8230
C 2.558 0.313 -1.657 -0.1033
C 2.738 -0.857 -2.545 -0.1050
H 2.203 1.109 -2.337 0.1720
H 3.513 0.596 -1.183 0.1742
H 1.922 -1.068 -3.237 0.1834
H 3.705 -2.221 -4.614 0.2086
C 4.278 -2.386 -3.695 -0.1772
C 3.828 -1.722 -2.503 -0.1220
C 4.577 -1.955 -1.295 -0.1435
H 4.218 -1.481 -0.375 0.2021
C 5.693 -2.781 -1.303 -0.2400
H 6.226 -2.981 -0.368 0.2131
C 6.141 -3.365 -2.500 -0.2157
H 7.034 -3.991 -2.503 0.2123
C 5.435 -3.151 -3.697 -0.2223
H 5.788 -3.598 -4.630 0.2152
F -2.751 1.246 4.277 -0.3162
C -3.057 2.050 3.213 0.9762
F -4.058 2.876 3.617 -0.2976
F -1.964 2.854 2.966 -0.3140
C -3.361 1.222 1.917 0.0256
O -2.131 0.625 1.407 -0.6034
C -4.399 0.049 2.010 0.9734
F -5.342 0.279 2.950 -0.3053
F -5.031 -0.122 0.811 -0.3081
F -3.788 -1.133 2.303 -0.3081
C -4.044 2.334 1.030 0.9809
F -5.273 2.628 1.544 -0.3054
F -3.305 3.486 1.016 -0.3111
F -4.253 1.989 -0.269 -0.2987


[2]
59
Properties=species:S:1:pos:R:3:nbo_charge:R:1 method="wB97M-V/def2-TZVPD" multiplicity=1 orbital_gap_ev=6.1 homo_ev=-7.32 relative_energy_kcal_mol=19.78 max_force_ha_per_bohr=0.0352
Sc 1.582 -0.570 -0.300 1.4349
S 3.690 -0.258 -3.181 0.6168
C 2.388 0.822 -3.673 -0.2611
C 2.854 1.919 -4.396 -0.1501
C 1.974 2.827 -4.965 -0.1493
C 2.484 3.936 -5.714 0.2668
N 2.894 4.823 -6.319 -0.2815
C 0.598 2.652 -4.753 -0.1131
C 0.146 1.585 -3.999 -0.1626
C 1.016 0.634 -3.449 -0.1199
S 0.284 -0.646 -2.499 -0.2997
C -0.352 3.588 -5.286 0.2680
N -1.121 4.325 -5.713 -0.2729
H 3.918 2.078 -4.511 0.2408
H -0.915 1.474 -3.820 0.2455
S -0.762 -1.791 0.529 -0.4403
C -1.203 -0.415 1.492 0.0962
N -2.031 -0.421 2.494 -0.1759
N -2.498 -1.598 2.870 -0.4030
C -3.389 -1.711 3.932 0.2350
C -3.850 -2.982 4.275 -0.2788
C -4.733 -3.136 5.329 -0.1899
C -5.164 -2.031 6.051 -0.2466
C -4.701 -0.771 5.701 -0.1827
C -3.817 -0.597 4.648 -0.2762
N -0.826 0.906 1.210 -0.0920
N 0.117 1.090 0.408 -0.2939
C 0.224 2.471 -0.014 0.1716
C 1.387 2.910 -0.629 -0.2521
C 1.463 4.213 -1.106 -0.1957
C 0.382 5.069 -0.979 -0.2009
C -0.784 4.618 -0.370 -0.2002
C -0.872 3.324 0.107 -0.2301
H -2.192 -2.423 2.363 0.3952
H -3.516 -3.844 3.710 0.2069
H -5.086 -4.126 5.585 0.2122
H -5.854 -2.150 6.875 0.2135
H -5.030 0.098 6.255 0.2136
H -3.457 0.384 4.377 0.2397
H 2.236 2.255 -0.760 0.2452
H 2.374 4.547 -1.585 0.2184
H 0.438 6.079 -1.362 0.2200
H -1.639 5.275 -0.283 0.2187
H -1.784 2.961 0.557 0.2408
N 2.069 -3.316 -1.890 -0.6333
N 2.059 -4.293 -0.911 -0.3987
C 2.126 -3.934 0.378 0.6589
N 2.040 -4.882 1.304 -0.7600
N 2.289 -2.614 0.592 -0.4725
N 2.157 -2.125 1.845 0.6613
O 2.071 -0.886 1.805 -0.4198
O 2.074 -2.772 2.863 -0.3631
H 1.172 -3.179 -2.339 0.4038
H 2.836 -3.420 -2.537 0.3839
H 1.942 -5.271 -1.139 0.3837
H 1.779 -5.815 1.032 0.4078
H 1.994 -4.620 2.277 0.4518
O 3.197 0.441 -0.735 -0.5512
O 3.324 -0.708 -1.642 -0.4837


[3]
46
Properties=species:S:1:pos:R:3:nbo_charge:R:1 method="wB97M-V/def2-TZVPD" multiplicity=1 orbital_gap_ev="7.4 / 7.4" homo_ev="-11.05 / -11.05" relative_energy_kcal_mol=0.00 charge=+1 max_force_ha_per_bohr=0.0114
Pd 0.089 -0.376 -0.185 0.5998
Se -2.304 -1.052 -0.163 -0.2774
P -1.600 -2.290 1.491 1.0109
Se 0.068 -1.049 2.165 -0.2816
C -2.821 -2.671 2.750 -0.3507
C -2.469 -2.624 4.094 -0.2022
C -3.404 -2.971 5.057 -0.1967
C -4.682 -3.353 4.674 -0.1713
C -5.034 -3.387 3.331 -0.1955
C -4.105 -3.045 2.363 -0.2052
C -1.009 -3.869 0.821 -0.3308
C 0.198 -4.416 1.242 -0.2156
C 0.610 -5.642 0.739 -0.2030
C -0.182 -6.320 -0.175 -0.1846
C -1.389 -5.774 -0.593 -0.1926
C -1.804 -4.548 -0.099 -0.2214
H -1.474 -2.310 4.389 0.2256
H -3.137 -2.936 6.104 0.2293
H -5.412 -3.619 5.427 0.2288
H -6.035 -3.675 3.038 0.2295
H -4.384 -3.059 1.315 0.2231
H 0.819 -3.884 1.951 0.2314
H 1.549 -6.067 1.066 0.2263
H 0.139 -7.278 -0.564 0.2265
H -2.008 -6.302 -1.307 0.2255
H -2.735 -4.116 -0.444 0.2263
C 3.527 1.901 1.064 -0.2301
C 4.435 1.679 0.042 -0.1257
C 4.072 0.874 -1.023 -0.2072
C 2.811 0.298 -1.043 0.1823
N 1.949 0.501 -0.032 -0.4451
C 2.291 1.289 0.991 0.0783
C 2.305 -0.537 -2.155 0.1571
C 3.103 -0.972 -3.200 -0.2053
C 2.546 -1.759 -4.196 -0.1325
C 1.208 -2.098 -4.119 -0.2274
C 0.469 -1.626 -3.046 0.0728
N 1.002 -0.864 -2.095 -0.4633
H 3.764 2.533 1.907 0.2469
H 5.415 2.136 0.068 0.2411
H 4.761 0.709 -1.838 0.2335
H 1.546 1.421 1.763 0.2282
H 4.150 -0.714 -3.240 0.2310
H 3.156 -2.107 -5.018 0.2393
H 0.735 -2.712 -4.871 0.2439
H -0.581 -1.861 -2.933 0.2279